(1)
# C24H61F3N5O7Ti

A molecular structure, C24H61F3N5O7Ti at a distorted geometry (the ωB97M-V functional and the def2-TZVPD basis, the OMol25 dataset).

Positions of all 101 atoms, in Å:
Ti: -0.439 16.041 12.584
F: 0.801 11.517 10.425
F: 1.924 13.169 9.671
F: 1.674 13.034 11.771
O: -1.093 13.606 11.698
O: -4.293 13.618 8.535
O: 3.588 18.345 8.187
O: 1.392 15.636 14.555
O: -1.939 17.967 11.677
O: 0.505 14.924 5.796
O: -0.192 15.090 10.244
N: 0.623 18.304 12.780
N: -1.581 15.655 14.617
N: -1.571 17.187 6.138
N: -2.403 16.801 9.119
N: 1.587 17.666 10.002
C: -3.987 12.866 9.671
C: 4.169 19.310 7.240
C: -4.856 16.496 9.238
C: 1.029 12.815 10.632
C: 3.540 16.204 10.240
C: -0.305 19.424 12.703
C: 2.992 17.621 10.398
C: -3.127 18.035 12.428
C: -3.365 14.678 8.272
C: 3.776 18.631 9.569
C: 0.215 18.593 6.798
C: 0.621 15.226 15.659
C: 2.486 14.811 14.438
C: -0.734 16.002 15.724
C: 0.664 20.637 12.409
C: -2.403 12.649 13.513
C: -1.554 15.660 16.971
C: -3.457 15.800 9.316
C: 0.963 13.717 6.354
C: -1.227 19.190 11.496
C: -0.296 13.660 10.540
C: 0.529 15.996 6.764
C: -0.130 17.245 6.129
C: -1.467 12.326 12.298
H: 3.062 15.376 10.762
H: -3.662 17.092 12.317
H: 3.479 19.671 9.705
H: -5.616 15.715 9.216
H: -3.083 12.321 9.399
H: -2.346 14.306 8.168
H: 1.128 18.122 11.924
H: 5.254 19.209 7.232
H: 3.010 17.875 11.458
H: -0.121 19.448 6.212
H: 3.131 14.768 15.315
H: 1.400 20.757 13.204
H: -3.753 13.404 10.590
H: 0.195 13.253 6.972
H: -0.676 19.153 10.556
H: -1.762 13.039 14.304
H: -3.544 15.156 7.309
H: -2.527 15.935 14.832
H: 4.563 16.091 10.598
H: 1.245 20.453 11.506
H: 4.088 20.292 7.707
H: 3.583 15.968 9.176
H: -3.230 13.340 13.352
H: 1.086 12.958 5.581
H: 1.289 18.668 13.447
H: -0.140 18.623 7.829
H: 0.383 14.174 15.498
H: -0.566 11.761 12.537
H: 1.603 17.772 8.998
H: -2.391 17.238 10.030
H: -4.734 12.095 9.864
H: -0.760 19.529 13.688
H: -0.845 13.184 9.728
H: -3.006 18.256 13.488
H: -1.943 19.983 11.279
H: -2.030 11.695 11.610
H: -1.982 17.112 7.058
H: 1.893 13.787 6.918
H: -1.924 16.313 5.774
H: 1.556 16.229 7.045
H: -0.635 17.085 15.646
H: 0.083 15.733 7.723
H: -3.845 18.780 12.085
H: 2.265 13.785 14.143
H: 1.189 15.236 16.590
H: 4.852 18.639 9.743
H: -2.569 16.056 16.974
H: -4.887 17.042 8.295
H: -1.568 16.264 9.301
H: -3.261 15.393 10.308
H: -1.635 14.576 17.056
H: 3.118 15.216 13.647
H: -1.616 14.647 14.679
H: 0.103 21.571 12.364
H: 1.199 16.744 10.139
H: 1.292 18.695 6.926
H: -4.981 17.208 10.054
H: 0.182 17.421 5.099
H: -1.090 15.973 17.907
H: -2.864 11.698 13.779
H: 3.734 19.219 6.245

Values from the calculation:
Charge: 0
Highest occupied orbital energy (alpha / beta) in eV: -4.2 / -8.0
2S+1: 4
Max |F| in eV/A: 3.72
Calculated total energy in Ha: -2900.34466
ΔE to the lowest compared entry with this formula, charge and spin in kJ/mol: 238.1

(2)
# C24H62Cl4O13

9 unconnected molecules or ions with the total composition C24H62Cl4O13 at a distorted geometry (the ωB97M-V functional and the def2-TZVPD basis, the OMol25 dataset).

Positions of all 103 atoms, in Å:
Cl: -1.228 -1.429 0.730
Cl: -5.623 -3.938 -1.557
Cl: -4.961 -4.047 1.223
Cl: 0.915 -3.479 0.494
O: 1.789 -2.542 -4.233
O: 1.339 2.311 2.968
O: -1.224 2.872 -2.185
O: 0.919 -4.062 -6.908
O: -4.093 0.688 -1.674
O: 3.253 -1.153 0.248
O: -1.512 2.227 2.385
O: -0.043 1.308 5.300
O: 2.351 -0.079 -2.572
O: 3.083 -1.640 2.925
O: -4.212 0.785 2.737
O: 1.165 4.080 -1.401
O: 1.775 -0.554 4.974
C: -4.664 -0.593 -1.937
C: 4.037 -2.363 3.683
C: 0.422 -1.925 1.226
C: -1.148 4.260 -1.916
C: 2.188 -3.991 -6.168
C: 2.540 4.346 -1.631
C: -2.765 0.922 -2.159
C: 1.616 -2.403 -2.843
C: 1.343 -1.008 -2.392
C: 0.801 1.731 1.774
C: 1.969 1.209 -2.005
C: -4.623 -0.564 2.376
C: -3.672 1.516 1.650
C: 2.148 -3.847 -4.637
C: 4.196 -0.082 -0.012
C: 2.633 1.891 3.238
C: -1.331 0.782 5.010
C: 1.516 -1.353 6.116
C: 0.112 -2.856 -6.881
C: 0.253 4.764 -2.231
C: -2.814 2.651 2.028
C: -0.451 2.480 1.386
C: -4.683 -4.770 -0.341
C: -2.551 2.398 -1.946
H: -3.149 0.827 1.035
H: 1.033 -1.097 -1.374
H: -5.517 -0.736 2.925
H: -0.321 -2.665 -7.909
H: 0.388 -2.096 2.312
H: 2.791 0.790 3.292
H: 5.234 -0.431 0.109
H: -3.257 2.885 -2.664
H: -5.278 -0.824 -1.092
H: 1.542 -4.587 -4.169
H: 1.332 1.046 -1.129
H: 3.604 -3.173 4.228
H: -4.778 -0.667 1.318
H: 2.567 -2.740 -2.337
H: -2.772 0.476 -3.209
H: 2.468 -1.314 3.583
H: 3.381 2.265 2.509
H: -1.259 -0.128 5.648
H: -3.903 -1.282 -2.118
H: 3.300 -1.475 1.187
H: 0.054 2.062 4.637
H: 0.692 -2.001 -6.649
H: 0.469 -1.466 6.250
H: -2.861 3.393 1.132
H: -3.635 -4.684 -0.599
H: 1.519 1.828 0.891
H: -3.238 3.275 2.805
H: 4.760 -2.824 3.048
H: 2.837 1.723 -1.688
H: -3.854 -1.267 2.673
H: 4.645 -1.730 4.413
H: -4.954 -5.832 -0.200
H: 0.767 -2.991 -2.457
H: 2.815 -3.187 -6.623
H: -1.415 0.624 3.960
H: 3.149 3.807 -0.868
H: 2.820 5.395 -1.448
H: 0.430 -0.675 -2.906
H: 3.147 -4.031 -4.291
H: 2.741 -4.961 -6.340
H: -2.083 1.491 5.329
H: 0.260 5.932 -2.159
H: 1.083 -1.104 1.036
H: 1.989 -2.355 5.946
H: 1.387 1.832 -2.631
H: 4.116 0.243 -1.017
H: 0.574 0.644 1.960
H: 0.446 4.505 -3.328
H: -0.222 3.545 1.436
H: 1.867 -0.867 7.063
H: -0.783 -2.921 -6.166
H: -4.465 1.946 1.098
H: -1.848 4.721 -2.638
H: 2.898 2.380 4.189
H: 2.868 4.063 -2.660
H: 4.096 0.756 0.646
H: 1.071 0.094 4.943
H: -5.290 -0.443 -2.864
H: -2.797 2.596 -0.931
H: -1.412 4.480 -0.861
H: -2.056 0.327 -1.593
H: -0.761 2.061 0.477

Values from the calculation:
Charge: 0
Highest occupied orbital energy in eV: -9.4
Max |F| in eV/A: 3.10
Calculated total energy in Ha: -3770.21578
SMILES: COCCOCCOC.COCCOCCOC.COCCOCCOC.ClCCl.ClCCl.CO.CO.CO.CO